{
  "formula": "C55H34Cl4F3I2N6SSr",
  "method": "ωB97M-V/def2-TZVPD",
  "elements": ["H", "N", "H", "C", "C", "C", "C", "C", "H", "H", "C", "C", "H", "C", "H", "H", "C", "C", "C", "H", "H", "C", "H", "C", "H", "C", "C", "H", "H", "H", "C", "H", "C", "Cl", "C", "H", "C", "C", "C", "H", "H", "C", "H", "H", "C", "C", "C", "C", "C", "C", "H", "C", "C", "Sr", "C", "C", "C", "H", "C", "C", "H", "H", "C", "H", "H", "C", "F", "H", "C", "C", "I", "N", "Cl", "C", "Cl", "H", "H", "C", "F", "C", "F", "C", "Cl", "C", "N", "C", "H", "H", "C", "C", "C", "S", "I", "H", "N", "C", "C", "C", "C", "C", "C", "N", "H", "C", "N", "H"],
  "positions_angstrom": [[-0.099286, -2.714180, -4.940778], [-0.980528, -0.063964, 1.919040], [-3.839661, -3.133708, 6.911764], [-0.815976, -4.402405, 2.957325], [0.557544, -6.652382, -1.412495], [-0.150719, -1.679386, -2.930132], [-1.783251, 2.610645, -1.687569], [4.635277, -1.637923, 2.599350], [2.706118, 2.004183, -2.264643], [0.283712, -2.812580, 7.988215], [-0.482832, 0.488317, -7.485375], [1.912157, 2.532083, 0.117464], [-0.556240, 6.306133, 2.406749], [-1.512552, 0.498453, 4.073806], [-2.564049, -0.250713, -4.938946], [1.183330, -8.594797, -2.108154], [-0.864242, -1.917819, 3.537651], [2.004112, 6.770150, 0.027883], [-1.776014, -6.402592, -0.967434], [1.678194, 0.264741, -4.904928], [4.874418, 1.975412, -1.729417], [-0.448059, -0.347905, -3.287289], [-3.279939, -2.459643, 4.587782], [-1.294504, 5.666162, 1.938352], [-2.992036, -8.148790, -1.312984], [-0.098974, -3.923343, -3.120536], [1.800888, 1.313690, 0.288555], [0.735665, 4.137927, -1.688628], [1.638828, 0.725156, -7.334273], [4.821633, -2.476581, 1.943601], [-1.968621, 3.492827, 1.094132], [5.714051, 0.476062, -1.676250], [-1.051705, -0.555637, 3.179315], [-2.849566, 7.885530, 1.803314], [-0.498976, -5.847224, -1.002705], [-2.602603, 0.201286, -7.379459], [-0.688189, -5.083736, 1.794599], [-3.475794, 5.387591, 0.951796], [-2.817094, -2.918823, 6.630349], [5.214689, -1.701343, 3.508182], [-0.106043, -4.939610, -3.482322], [-0.188879, -2.369494, 5.931955], [-2.204232, 3.602120, -1.621950], [3.266083, 6.616149, 1.759616], [-1.608713, 2.063196, 0.807027], [-1.640764, -0.034335, -5.464967], [2.062832, 8.264831, 0.015896], [-0.276704, -4.409222, -0.625878], [-2.496758, -2.544469, 5.332962], [-1.478557, 1.722363, -0.568676], [-0.075525, 3.900004, 1.999871], [2.708145, 6.071779, 1.005970], [-1.725736, 1.596902, 3.310292], [0.423043, -0.876997, 0.260913], [-2.515169, 6.187712, 1.546268], [-1.180839, -2.274221, 4.961524], [-0.630998, -2.991486, 2.644025], [0.759263, 6.612537, -1.705178], [1.308876, 6.073062, -0.946074], [-0.444856, -0.019022, -4.750687], [1.861366, 0.583776, -2.542707], [3.225314, 4.140470, 1.784852], [1.976076, 3.961863, 0.049829], [-3.948293, 3.408782, 0.276351], [-0.784722, -6.150443, 1.649779], [-1.804513, -3.018561, 7.569701], [3.276924, 8.724818, -0.354497], [-1.050012, -4.806398, 3.932347], [-1.395815, 1.233741, 1.936018], [-1.997361, -7.723034, -1.338249], [5.206347, 0.130835, 1.598026], [-0.339535, -2.865802, 1.320491], [-0.504447, 0.798874, -9.206496], [-3.196050, 4.044389, 0.730418], [-1.191413, -10.154190, -2.234524], [-2.607040, -5.785679, -0.644437], [-4.430278, 5.811556, 0.665679], [-0.898412, 0.667807, -2.407856], [1.171863, 8.806447, -0.830338], [-1.033332, 4.320250, 1.715201], [1.826563, 8.790577, 1.234687], [-0.094008, -2.793991, -3.863116], [-2.193636, -3.506576, 9.202885], [-1.427425, 1.958575, -2.819210], [2.746699, 1.062669, -2.628455], [0.734011, 0.256183, -5.436912], [0.839414, -2.151279, 5.668088], [-2.113054, 2.551393, 3.635638], [1.300529, 4.683568, -0.938211], [-0.924166, -8.495664, -1.751329], [2.691180, 4.689692, 1.018651], [3.783853, -1.365450, -2.286015], [2.597276, -1.693374, 3.140364], [-1.503999, 2.316301, -3.836676], [-0.961843, 0.569654, -1.060304], [0.355829, -7.974714, -1.789434], [3.818262, 0.312187, -2.303164], [-0.119387, -3.513223, -1.719487], [-0.492192, -2.739523, 7.237477], [-0.402006, -4.103644, 0.750449], [-1.670839, 0.218310, -6.829305], [-0.108040, -2.155186, -1.657401], [1.558522, -6.235957, -1.435717], [0.720077, 0.512621, -6.803539], [4.948275, 1.018864, -2.035386], [-1.670236, 0.395817, 5.138016]],
  "forces_ev_per_a": [[0.01, 0.00, 0.07], [-1.00, 0.44, 0.66], [0.03, 0.01, -0.01], [0.04, 0.09, 0.07], [0.12, -0.07, -0.03], [-0.14, 0.02, 0.02], [0.06, 0.03, 0.20], [0.08, 0.06, -0.01], [-0.01, -0.02, 0.10], [-0.02, 0.00, -0.02], [0.02, 0.02, -0.06], [0.03, -0.16, 0.20], [-0.02, -0.05, -0.05], [0.10, -0.12, 0.01], [0.04, -0.01, -0.02], [-0.02, 0.02, 0.01], [-0.15, 0.11, -0.20], [0.10, -0.01, -0.01], [-0.03, -0.03, 0.00], [-0.03, -0.02, 0.00], [-0.04, 0.02, 0.00], [-0.06, 0.01, 0.14], [0.03, -0.02, 0.03], [0.04, -0.05, 0.05], [0.03, 0.02, 0.00], [0.02, -0.02, 0.14], [0.51, 1.02, -0.07], [0.03, 0.06, 0.08], [-0.02, -0.01, 0.02], [0.05, -0.02, -0.04], [0.00, -0.12, 0.00], [0.01, 0.03, 0.05], [-0.17, -0.05, -0.06], [0.02, -0.13, -0.01], [0.18, 0.12, 0.07], [0.02, 0.00, 0.02], [0.08, 0.02, -0.08], [-0.02, -0.06, -0.03], [-0.01, 0.01, -0.05], [0.07, -0.07, 0.04], [-0.01, 0.03, 0.01], [0.02, 0.00, 0.04], [0.03, -0.04, 0.02], [-0.03, -0.03, -0.01], [-0.02, -0.10, -0.01], [-0.08, 0.05, -0.03], [-0.10, -0.26, 0.01], [-0.13, 0.18, 0.04], [-0.03, 0.01, 0.01], [0.16, 0.19, 0.04], [-0.02, 0.03, -0.01], [0.00, -0.07, 0.03], [0.03, 0.01, -0.12], [2.39, 0.30, -0.29], [-0.01, 0.05, 0.00], [0.07, -0.09, -0.09], [-0.14, 0.07, -0.08], [0.00, -0.01, -0.02], [-0.05, -0.18, -0.03], [-0.08, -0.19, 0.02], [-0.01, 0.01, -0.06], [-0.03, 0.03, -0.02], [0.06, -0.12, 0.14], [0.04, 0.04, -0.02], [0.00, 0.09, 0.01], [-0.04, -0.01, 0.05], [0.15, 0.07, -0.06], [0.03, 0.03, -0.06], [-0.16, -0.01, -0.05], [0.01, 0.06, 0.02], [0.08, 0.10, -0.03], [-0.59, -0.88, 0.27], [0.00, -0.01, 0.10], [-0.04, -0.03, 0.06], [0.00, 0.08, 0.04], [0.02, -0.03, -0.03], [0.04, -0.03, 0.01], [-0.13, -0.07, -0.10], [-0.05, 0.10, -0.02], [0.04, 0.02, -0.04], [-0.04, 0.08, 0.09], [0.06, 0.15, -0.03], [0.02, 0.04, -0.09], [0.23, -0.05, -0.08], [-0.13, -0.13, -0.13], [0.04, -0.03, -0.04], [-0.03, -0.02, 0.00], [0.06, -0.04, -0.02], [-0.14, 0.11, -0.15], [-0.06, -0.02, 0.00], [0.04, 0.05, -0.01], [-0.01, 0.21, -0.01], [-0.23, -0.05, 0.04], [-0.01, -0.02, 0.09], [-0.67, 0.22, -0.07], [0.06, 0.06, 0.01], [0.10, 0.08, 0.11], [-0.10, -0.02, 0.03], [0.06, 0.03, -0.05], [-0.01, 0.08, 0.04], [-0.04, 0.00, 0.05], [-0.56, -0.83, -0.65], [-0.04, -0.01, -0.02], [0.05, 0.00, 0.05], [-0.04, -0.31, -0.07], [-0.01, 0.02, -0.07]],
  "lowdin_charge": [0.1105, -0.0552, 0.1025, -0.0034, -0.0260, -0.2528, -0.0154, -1.1916, 0.0806, 0.1032, -0.6703, -0.2248, 0.1060, -0.0010, 0.1278, 0.1025, -0.1275, -0.1491, -0.0234, 0.1042, 0.0947, -0.0774, 0.1293, -0.0923, 0.1022, -0.0014, -0.1437, 0.1060, 0.1043, -0.0400, -0.1962, 0.0492, -0.2595, 0.6318, -0.2214, 0.1019, -0.0063, -0.1049, -0.1019, -0.0517, 0.1041, -0.0217, 0.1009, 0.1197, -0.0444, -0.0280, -0.5891, -0.0558, -0.0220, -0.2345, 0.1217, -0.0223, 0.0000, 1.2137, -0.6652, -0.2192, -0.3051, 0.1168, -0.0121, -0.2108, 0.0504, 0.1153, -0.2829, 0.1233, 0.1059, -0.6706, 0.1280, 0.1078, -0.2326, -0.1010, 0.7268, -0.0572, 0.6290, -0.0363, 0.6300, 0.1279, 0.1012, -0.2525, 0.1291, -0.0193, 0.1264, 0.0040, 0.6309, -0.0060, 0.0940, -0.0063, 0.0681, 0.1075, -0.0266, -0.6718, -0.0298, 0.5332, 0.9069, 0.1064, -0.0169, -0.1033, -1.0076, -0.2253, -0.1005, -0.2318, -0.1043, -0.0436, 0.1271, -0.0967, 0.0708, 0.1069],
  "energy_ha": -5609.67929,
  "homo_energy_ev": -4.6,
  "charge": -1
}